[1]
Formula: CH5IN2S
Source: OMol25
Level of theory: wB97M-V/def2-TZVPD

The total energy comes out at -23031.8665 eV. Its HOMO energy is -8.8 eV. Its molecular weight is 204.04 Da. The HOMO-LUMO gap is 8.05 eV. As for the relative energy (zero: lowest compared OMol25 entry of this formula, charge and spin): 25.5 kcal/mol.

Each line ends with the natural charge from an NBO analysis.
Element x y z (Å)
C (0.960, 1.005, -0.467)  -0.454
N (-0.756, -1.910, 1.098)  -0.988
N (0.641, -0.215, 0.220)  -0.788
S (-0.584, -1.087, -0.331)  1.129
I (-2.482, 0.681, -0.620)  -0.313
H (0.617, 1.181, -1.532)  0.240
H (0.500, 1.958, -0.007)  0.202
H (1.892, 1.325, -0.310)  0.209
H (-1.463, -2.632, 0.775)  0.346
H (0.672, -0.306, 1.175)  0.417

---

[2]
Formula: C5H14N2
Source: OMol25
Level of theory: wB97M-V/def2-TZVPD

The total energy comes out at -8389.6029 eV. Its HOMO energy is -9.0 eV. Its molecular weight is 102.18 Da. The HOMO-LUMO gap is 10.10 eV. As for the relative energy (zero: lowest compared OMol25 entry of this formula, charge and spin): 69.6 kcal/mol.

Each line ends with the natural charge from an NBO analysis.
Element x y z (Å)
N (-2.168, -0.818, -2.430)  -0.821
C (-1.233, 0.212, -1.749)  -0.223
C (0.255, 0.059, -1.613)  -0.429
C (0.921, 0.155, -0.224)  -0.379
C (-0.016, -0.285, 0.894)  -0.423
C (0.897, -0.293, 2.133)  -0.176
N (1.216, 0.996, 2.803)  -0.876
H (-2.197, -0.426, -3.360)  0.352
H (-1.812, -1.696, -2.440)  0.345
H (-1.409, 1.188, -2.327)  0.175
H (-1.715, 0.484, -0.827)  0.182
H (0.481, -0.977, -1.967)  0.191
H (0.624, 0.736, -2.313)  0.209
H (1.055, 1.331, -0.132)  0.200
H (1.838, -0.398, -0.138)  0.210
H (-0.132, -1.399, 0.817)  0.204
H (-0.914, 0.241, 0.982)  0.215
H (1.824, -0.575, 1.837)  0.180
H (0.556, -0.995, 3.052)  0.156
H (0.523, 1.759, 3.148)  0.365
H (1.406, 0.701, 3.854)  0.346

---

[3]
Formula: C45H37N6O5RuSi
Source: OMol25
Level of theory: wB97M-V/def2-TZVPD

The multiplicity is 2. The total energy comes out at -76900.6374 eV. Its HOMO energy (spin up / spin down) is -7.4 / -7.4 eV. Its molecular weight is 870.98 Da. The HOMO-LUMO gap (spin up / spin down) is 5.51 / 6.07 eV. The expectation value of S² is 1.234.

Each line ends with the Löwdin spin population.
Element x y z (Å)
Ru (0.358, 0.250, -0.048)  0.914
C (6.696, -1.511, 2.413)  -0.002
C (5.346, -0.885, 2.235)  -0.011
C (5.172, 0.498, 2.278)  0.002
C (3.934, 1.055, 2.085)  -0.007
C (2.774, 0.275, 1.859)  0.006
N (1.572, 0.896, 1.704)  -0.011
C (1.346, 2.044, 2.411)  -0.005
C (1.762, 2.117, 3.758)  0.005
C (1.577, 3.243, 4.525)  -0.002
C (0.946, 4.368, 4.000)  0.008
C (0.713, 5.598, 4.819)  0.001
C (0.526, 4.314, 2.680)  -0.001
C (0.729, 3.199, 1.877)  0.007
N (0.345, 3.317, 0.532)  0.000
C (0.492, 4.424, -0.235)  0.001
C (-0.145, 4.178, -1.428)  0.001
C (-0.659, 2.882, -1.301)  0.005
N (-0.355, 2.387, -0.113)  -0.004
C (2.958, -1.131, 1.808)  -0.009
C (4.230, -1.667, 1.983)  0.002
N (1.902, -2.044, 1.640)  -0.003
C (1.879, -3.309, 2.119)  0.000
C (0.741, -3.913, 1.640)  -0.002
C (0.113, -2.930, 0.870)  0.000
N (0.820, -1.814, 0.892)  0.000
H (7.342, -0.865, 3.005)  0.000
H (7.168, -1.665, 1.440)  -0.001
H (6.616, -2.483, 2.898)  0.000
H (6.023, 1.140, 2.456)  0.000
H (3.818, 2.129, 2.077)  0.000
H (2.242, 1.247, 4.185)  0.000
H (1.925, 3.253, 5.548)  0.000
H (1.388, 5.634, 5.671)  0.000
H (-0.310, 5.607, 5.195)  0.001
H (0.851, 6.493, 4.214)  0.000
H (0.012, 5.164, 2.256)  0.000
H (1.051, 5.278, 0.096)  0.000
H (-0.243, 4.845, -2.260)  0.000
H (-1.237, 2.302, -1.997)  0.000
H (4.360, -2.736, 1.908)  0.000
H (2.630, -3.674, 2.788)  0.000
H (0.407, -4.915, 1.813)  0.000
H (-0.806, -2.993, 0.323)  0.000
O (2.052, 1.480, -1.427)  -0.052
C (1.926, 0.562, -2.263)  0.008
O (1.450, -0.564, -1.969)  0.106
C (2.338, 0.782, -3.692)  0.000
C (1.401, 0.552, -4.698)  0.002
C (1.749, 0.727, -6.021)  -0.001
C (3.052, 1.102, -6.334)  0.002
C (3.994, 1.336, -5.338)  0.000
C (3.630, 1.189, -4.014)  0.002
N (3.442, 1.217, -7.710)  0.000
O (2.590, 1.029, -8.560)  0.000
O (4.605, 1.485, -7.952)  0.000
H (0.407, 0.227, -4.428)  0.000
H (1.042, 0.564, -6.820)  0.000
H (4.994, 1.620, -5.627)  0.000
H (4.345, 1.362, -3.225)  0.000
O (-1.883, 0.128, -0.006)  0.034
Si (-3.040, -0.914, -0.138)  0.005
C (-3.092, -1.949, 1.474)  0.000
C (-2.235, -1.612, 2.513)  0.000
C (-2.225, -2.352, 3.683)  0.000
C (-3.059, -3.450, 3.816)  0.000
C (-3.908, -3.798, 2.780)  0.000
C (-3.931, -3.043, 1.620)  0.000
C (-2.666, -2.211, -1.495)  0.000
C (-1.401, -2.199, -2.069)  -0.002
C (-1.022, -3.150, -3.001)  0.000
C (-1.917, -4.139, -3.373)  0.000
C (-3.189, -4.156, -2.821)  0.000
C (-3.558, -3.200, -1.891)  0.000
C (-4.759, -0.181, -0.492)  0.001
C (-5.759, -0.194, 0.472)  0.000
C (-7.028, 0.282, 0.190)  0.000
C (-7.319, 0.785, -1.066)  0.000
C (-6.330, 0.813, -2.035)  0.000
C (-5.064, 0.333, -1.748)  0.000
H (-1.568, -0.764, 2.388)  0.000
H (-1.567, -2.078, 4.496)  0.000
H (-3.047, -4.035, 4.725)  0.000
H (-4.555, -4.659, 2.876)  0.000
H (-4.605, -3.314, 0.821)  0.000
H (-0.696, -1.428, -1.763)  -0.001
H (-0.023, -3.124, -3.414)  0.000
H (-1.622, -4.896, -4.088)  0.000
H (-3.900, -4.921, -3.105)  0.000
H (-4.556, -3.230, -1.474)  0.000
H (-5.541, -0.582, 1.458)  0.000
H (-7.796, 0.260, 0.950)  0.000
H (-8.312, 1.148, -1.292)  0.000
H (-6.553, 1.205, -3.016)  0.000
H (-4.297, 0.357, -2.509)  0.000

---

[4]
Formula: C5H38NO14
Source: OMol25
Level of theory: wB97M-V/def2-TZVPD

The multiplicity is 2. The total energy comes out at -35948.0634 eV. Its HOMO energy (spin up / spin down) is -1.8 / -9.8 eV. Its molecular weight is 336.35 Da. The HOMO-LUMO gap (spin up / spin down) is 1.99 / 10.10 eV. The expectation value of S² is 0.750. As for the relative energy (zero: lowest compared OMol25 entry of this formula, charge and spin): 182.0 kcal/mol.

Each line ends with the Löwdin spin population.
Element x y z (Å)
C (1.378, -0.488, 0.320)  0.022
O (0.933, -0.223, -0.970)  0.020
C (0.050, -0.879, 0.948)  0.018
C (0.301, -1.283, 2.404)  0.027
C (1.141, -2.610, 2.337)  0.009
C (0.557, -3.767, 1.985)  0.009
N (-0.811, 0.497, 0.825)  0.026
H (2.017, -1.347, 0.053)  0.003
H (1.887, 0.357, 0.713)  0.007
H (1.751, -0.217, -1.598)  0.007
H (-0.588, -1.766, 0.500)  0.005
H (-0.783, -1.642, 2.846)  0.008
H (0.972, -0.568, 3.184)  0.016
H (2.125, -2.252, 2.466)  0.003
H (-0.437, -3.787, 1.778)  0.001
H (1.108, -4.731, 1.806)  0.001
H (-0.133, 1.173, 1.184)  0.008
H (-1.026, 0.605, -0.137)  0.012
H (-1.685, 0.805, 1.389)  0.016
H (-0.768, -0.033, -2.170)  0.006
H (-1.420, -0.850, -2.906)  0.011
O (-1.563, -0.412, -2.237)  0.035
H (0.541, 1.870, -3.280)  0.007
H (0.523, 3.271, -3.717)  0.008
O (0.789, 2.723, -3.017)  0.026
H (3.849, 0.364, 0.588)  0.005
H (5.030, -0.504, 0.366)  0.006
O (4.142, -0.314, -0.007)  0.022
H (3.550, -1.497, -1.402)  0.006
H (3.008, -1.939, -2.945)  0.011
O (3.046, -1.342, -2.256)  0.024
H (1.358, -0.516, -3.578)  0.014
H (2.292, 0.484, -4.098)  0.010
O (1.498, 0.413, -3.681)  0.029
H (1.041, 3.436, 0.698)  0.011
H (0.316, 2.924, 2.097)  0.028
O (0.667, 2.613, 1.379)  0.071
H (-2.551, -0.498, 2.757)  0.011
H (-3.645, 0.288, 3.483)  0.019
O (-3.208, 0.215, 2.603)  0.077
H (-4.756, 0.085, 0.679)  0.016
H (-5.055, 0.837, -0.592)  0.017
O (-4.545, 0.108, -0.209)  0.045
H (-3.202, -2.252, 0.813)  0.008
H (-3.340, -3.573, 1.381)  0.004
O (-2.821, -2.824, 1.363)  0.020
H (-3.036, 1.498, -0.786)  0.012
H (-3.163, 3.123, -0.636)  0.017
O (-2.553, 2.377, -0.490)  0.057
H (-3.799, -2.259, -2.053)  0.005
H (-3.261, -0.959, -1.380)  0.008
O (-3.433, -1.839, -1.244)  0.018
H (1.331, 3.371, -1.404)  0.011
H (2.658, 4.015, -0.987)  0.017
O (1.704, 3.939, -0.660)  0.035
H (3.690, 1.801, 2.484)  0.015
H (2.812, 2.260, 1.406)  0.009
O (3.514, 1.718, 1.606)  0.033